Entry 1:
Entry from the OMol25 dataset: a structure of composition C35H33ClN4S2Si2Ti in a non-equilibrium geometry (wB97M-V/def2-TZVPD).

Structure (XYZ):
```
78
Properties=species:S:1:pos:R:3
C -1.41 3.47 2.60
C -0.64 2.30 2.92
C 0.48 2.25 2.03
H -0.82 1.63 3.76
C 0.38 3.36 1.13
C -0.78 4.12 1.49
H -1.04 5.09 1.07
H -2.24 3.86 3.18
H 1.29 1.54 2.08
H 1.11 3.62 0.36
Ti -1.53 2.11 0.84
Si -0.36 -0.46 -0.76
C -0.69 -1.53 0.77
C -1.67 -2.54 0.74
H -2.33 -2.62 -0.12
C -1.73 -3.47 1.78
H -2.46 -4.28 1.75
C -0.84 -3.38 2.86
H -0.87 -4.13 3.66
C 0.09 -2.34 2.92
H 0.79 -2.27 3.75
C 0.15 -1.41 1.88
H 0.88 -0.60 1.93
C 1.28 0.49 -0.97
C 2.41 0.09 -0.24
H 2.39 -0.84 0.33
C 3.59 0.83 -0.31
H 4.47 0.49 0.25
C 3.65 1.99 -1.08
H 4.58 2.57 -1.13
C 2.52 2.42 -1.77
H 2.57 3.34 -2.37
C 1.34 1.68 -1.73
H 0.47 1.98 -2.32
H -0.50 0.74 0.45
Si 0.85 -2.08 -2.09
C 2.30 -1.64 -3.13
C 3.52 -2.32 -2.95
H 3.53 -3.28 -2.43
C 4.71 -1.74 -3.38
H 5.66 -2.22 -3.17
C 4.69 -0.53 -4.08
H 5.62 -0.05 -4.39
C 3.46 0.07 -4.41
H 3.43 0.99 -4.99
C 2.27 -0.51 -3.98
H 1.31 -0.05 -4.23
C 1.12 -3.65 -1.14
C 2.01 -3.78 -0.06
H 2.70 -2.97 0.19
C 1.99 -4.95 0.71
H 2.66 -5.03 1.57
C 1.13 -6.00 0.37
H 1.14 -6.92 0.96
C 0.29 -5.89 -0.74
H -0.37 -6.71 -1.02
C 0.28 -4.72 -1.50
H -0.39 -4.61 -2.36
H -1.03 -1.05 -1.89
Cl -2.21 0.89 -1.30
N -2.61 0.00 3.46
C -3.53 0.82 2.91
N -3.31 1.58 1.82
C -4.42 2.40 1.52
C -5.48 2.22 2.39
S -5.10 1.08 3.65
C -4.23 3.36 0.48
C -5.08 4.28 -0.11
S -4.28 5.22 -1.33
C -2.79 4.34 -1.01
N -2.92 3.46 -0.02
N -1.66 4.52 -1.71
H -2.90 -0.52 4.28
H -1.86 -0.38 2.89
H -6.40 2.77 2.32
H -6.11 4.39 0.18
H -1.66 5.22 -2.45
H -0.87 3.90 -1.60
```

Properties
LUMO energy (spin up / spin down): -3.152 / -3.240 eV
2S+1: 2
relative energy (zero: lowest compared OMol25 entry of this formula, charge and spin): 0.000 eV
net charge: +1

***

Entry 2:
Entry from the OMol25 dataset: a structure of composition C35H33N2O7S4SbTeTi (wB97M-V/def2-TZVPD).

Structure (XYZ):
```
84
Properties=species:S:1:pos:R:3
Ti 0.00 -0.34 -0.28
O -1.21 -1.98 1.19
C -1.08 -1.92 2.60
C -1.08 -0.45 2.91
N -0.03 0.23 2.14
C 1.30 -0.12 2.63
C 2.39 0.20 1.61
O 3.56 0.18 1.97
O 1.95 0.44 0.43
C -0.21 1.70 2.15
C -0.03 2.30 0.76
O 0.42 3.40 0.61
O -0.51 1.50 -0.18
H -0.84 -2.80 0.83
H -0.18 -2.44 2.94
H -1.94 -2.39 3.08
H -0.95 -0.28 3.99
H -2.04 -0.04 2.58
H 1.36 -1.20 2.80
H 1.53 0.37 3.58
H 0.47 2.18 2.86
H -1.24 1.93 2.44
S -3.74 1.83 -2.76
Sb -3.99 0.32 -1.08
S -3.80 1.08 1.05
S -1.67 -1.03 -1.51
S -5.33 -1.48 -1.40
C 6.44 -3.26 -1.02
C 4.99 -2.92 -0.80
C 4.22 -3.59 0.14
C 2.87 -3.30 0.30
C 2.07 -4.00 1.34
O 0.98 -4.48 1.14
C 2.67 -4.10 2.72
C 3.57 -3.15 3.19
C 4.02 -3.21 4.50
C 3.61 -4.25 5.33
C 2.73 -5.21 4.86
C 2.25 -5.13 3.56
C 2.25 -2.28 -0.45
O 1.01 -2.02 -0.22
C 3.05 -1.53 -1.35
C 4.39 -1.89 -1.50
C 2.52 -0.37 -2.10
N 1.31 0.03 -2.04
C 0.82 1.10 -2.93
C -0.11 0.61 -4.03
Te 0.80 -0.29 -5.74
C 1.31 -2.18 -4.94
C 2.31 -2.91 -5.58
C 2.72 -4.13 -5.07
C 2.13 -4.64 -3.91
C 1.12 -3.92 -3.29
C 0.70 -2.70 -3.81
C 3.55 0.44 -2.85
C 4.03 0.13 -4.11
C 5.01 0.93 -4.69
C 5.53 2.02 -4.00
C 5.05 2.32 -2.73
C 4.07 1.53 -2.15
H 6.80 -3.94 -0.25
H 7.06 -2.36 -0.99
H 6.60 -3.74 -1.99
H 4.67 -4.35 0.77
H 3.88 -2.32 2.56
H 4.69 -2.45 4.87
H 3.97 -4.30 6.35
H 2.40 -6.01 5.51
H 1.53 -5.84 3.19
H 5.01 -1.33 -2.19
H 1.66 1.64 -3.37
H 0.26 1.80 -2.30
H -0.86 -0.09 -3.65
H -0.69 1.44 -4.43
H 2.79 -2.51 -6.47
H 3.51 -4.69 -5.57
H 2.47 -5.59 -3.50
H 0.65 -4.30 -2.39
H -0.10 -2.18 -3.30
H 3.64 -0.72 -4.64
H 5.37 0.69 -5.68
H 6.29 2.64 -4.45
H 5.45 3.16 -2.19
H 3.69 1.74 -1.16
```

Properties
LUMO energy: 3.519 eV
relative energy (zero: lowest compared OMol25 entry of this formula, charge and spin): 0.177 eV
net charge: -2

***

Entry 3:
Entry from the OMol25 dataset: a structure of composition C35H34BBrMoN5S2 in a non-equilibrium geometry (wB97M-V/def2-TZVPD).

Structure (XYZ):
```
79
Properties=species:S:1:pos:R:3
Mo -0.66 0.18 0.20
C -1.28 2.60 4.03
N -0.26 1.59 4.25
C 0.79 1.73 5.14
C 1.49 0.57 5.09
N 0.89 -0.25 4.17
B 1.32 -1.74 3.94
N 2.01 -1.93 2.52
C 2.63 -3.14 2.25
C 3.19 -3.06 1.02
N 2.89 -1.81 0.54
C 3.32 -1.29 -0.76
C 2.19 -1.13 1.47
S 1.64 0.51 1.22
C -0.17 0.38 3.67
S -1.31 -0.25 2.52
H -0.81 3.55 3.82
H -1.91 2.69 4.92
H -1.91 2.30 3.20
H 0.93 2.62 5.73
H 2.38 0.28 5.62
H 0.35 -2.46 3.99
H 2.15 -2.00 4.77
H 2.63 -3.94 2.97
H 3.75 -3.78 0.45
H 3.39 -2.13 -1.45
H 4.29 -0.81 -0.67
H 2.59 -0.57 -1.11
C -2.42 2.80 0.36
C -3.22 1.55 0.17
C -4.56 1.38 0.13
C -4.82 -0.03 -0.06
C -3.64 -0.68 -0.12
C -3.36 -2.14 -0.26
N -2.61 0.27 0.00
H -3.02 3.53 0.90
H -2.10 3.24 -0.58
H -1.52 2.63 0.96
H -5.30 2.17 0.20
H -5.80 -0.49 -0.14
H -4.30 -2.67 -0.39
H -2.87 -2.55 0.63
H -2.73 -2.35 -1.12
Br 1.26 3.92 -4.99
C 0.79 2.95 -3.45
C 1.32 3.32 -2.22
C 0.99 2.60 -1.09
C 0.10 1.53 -1.17
C -0.44 1.18 -2.42
C -0.09 1.89 -3.57
H 2.00 4.16 -2.15
H 1.43 2.88 -0.14
H -1.15 0.37 -2.52
H -0.50 1.62 -4.53
C -0.17 -1.56 -0.35
C 0.03 -2.82 -0.37
C 0.20 -4.13 -0.26
C -0.47 -4.79 0.87
C -1.02 -6.07 0.72
C -1.71 -6.65 1.77
C -1.85 -5.97 2.97
C -1.31 -4.70 3.13
C -0.63 -4.10 2.08
C 1.05 -4.85 -1.22
C 1.28 -4.31 -2.50
C 2.13 -4.94 -3.38
C 2.78 -6.11 -3.00
C 2.57 -6.65 -1.73
C 1.71 -6.02 -0.85
H -0.92 -6.59 -0.22
H -2.14 -7.63 1.65
H -2.38 -6.43 3.80
H -1.41 -4.17 4.07
H -0.21 -3.11 2.20
H 0.76 -3.41 -2.79
H 2.29 -4.53 -4.37
H 3.45 -6.61 -3.69
H 3.09 -7.55 -1.44
H 1.57 -6.42 0.15
```

Properties
LUMO energy: -4.381 eV
net charge: +1

***

Entry 4:
Entry from the OMol25 dataset: a structure of composition C35H34BF6NO2S in a non-equilibrium geometry (wB97M-V/def2-TZVPD).

Structure (XYZ):
```
80
Properties=species:S:1:pos:R:3
C -4.70 1.50 -4.85
C -3.56 0.86 -4.14
C -3.21 -0.48 -4.17
C -1.99 -0.73 -3.47
C -1.35 0.44 -3.09
B -1.08 -0.43 0.53
C 0.03 0.56 -2.77
C 0.56 1.82 -2.46
C 1.83 2.12 -2.90
C 2.31 3.55 -2.81
F 3.17 3.86 -3.82
F 1.25 4.44 -2.86
F 2.98 3.80 -1.62
C 2.65 1.14 -3.49
C 2.19 -0.18 -3.55
C 2.94 -1.33 -4.20
F 3.41 -2.24 -3.28
F 2.10 -2.02 -5.03
F 4.01 -0.92 -4.93
C 0.92 -0.48 -3.08
O -1.76 0.77 0.37
C -3.13 0.38 0.36
C -3.13 -1.13 0.08
O -1.73 -1.57 0.13
S -2.44 1.82 -3.23
H -5.11 0.77 -5.56
H -5.49 1.83 -4.18
H -4.33 2.37 -5.40
H -3.79 -1.25 -4.69
H -1.51 -1.70 -3.28
H -0.08 2.51 -1.92
H 3.62 1.41 -3.88
H 0.57 -1.51 -3.03
H -3.57 0.57 1.36
H -3.65 0.96 -0.43
H -3.67 -1.68 0.87
H -3.53 -1.36 -0.93
C 2.70 1.91 2.82
C 1.38 2.57 2.41
C 1.09 3.88 3.17
C 1.35 2.84 0.90
C 0.33 1.55 2.75
N -0.50 1.73 3.81
C -1.25 0.58 4.04
C -0.91 -0.33 3.02
C -1.55 -1.57 3.00
C -2.49 -1.90 3.98
C -2.82 -0.97 4.99
C -2.22 0.30 5.01
C 0.08 0.31 2.17
C 0.42 -0.26 0.80
C 1.08 -1.61 0.94
C 1.35 -2.27 2.15
C 1.75 -3.60 2.16
C 2.05 -4.28 0.98
C 2.49 -5.72 1.04
C 1.90 -3.58 -0.22
C 1.44 -2.26 -0.24
H 2.83 0.97 2.27
H 3.55 2.57 2.61
H 2.70 1.65 3.88
H 0.10 4.28 2.90
H 1.14 3.75 4.27
H 1.83 4.64 2.90
H 0.33 2.89 0.51
H 1.82 3.81 0.68
H 1.91 2.08 0.35
H -0.60 2.55 4.41
H -1.29 -2.28 2.23
H -2.98 -2.88 3.96
H -3.54 -1.28 5.76
H -2.48 1.04 5.77
H 0.91 0.41 0.07
H 1.24 -1.75 3.10
H 1.85 -4.15 3.10
H 2.86 -6.10 0.08
H 3.29 -5.90 1.78
H 1.63 -6.33 1.35
H 2.15 -4.06 -1.16
H 1.36 -1.69 -1.16
```

Properties
LUMO energy: -0.407 eV
relative energy (zero: lowest compared OMol25 entry of this formula, charge and spin): 0.000 eV

***

E values (in eV) by entry order: -115848.376; -134438.731; -138536.743; -70251.280.